Density functional theory data (ωB97M-V/def2-TZVPD) for a structure of composition C28H27CeN3SSi in a non-equilibrium geometry.

Each line ends with the Mulliken spin population.
Positions of all 61 atoms, in Å:
C 2.12 -2.19 -0.58  -0.01
C 1.50 -1.86 -1.82  0.00
C 1.87 -0.52 -2.16  0.00
H 0.81 -2.49 -2.39  0.00
C 2.72 0.00 -1.12  -0.01
C 2.92 -1.07 -0.18  0.00
H 3.56 -1.04 0.70  0.00
H 2.03 -3.14 -0.04  0.00
H 1.53 0.01 -3.04  0.00
H 3.19 0.98 -1.11  0.00
Ce 0.51 -0.39 0.00  1.03
C -3.71 1.76 1.77  0.00
H -0.51 -0.41 -1.93  0.00
H -2.90 1.14 2.16  0.00
H -3.30 2.57 1.15  0.00
Si -1.13 0.98 -1.63  -0.02
C -2.89 0.68 -2.17  0.00
C -3.19 -0.27 -3.16  0.00
H -2.40 -0.92 -3.55  0.00
C -4.48 -0.36 -3.70  0.00
H -4.69 -1.03 -4.53  0.00
C -5.51 0.45 -3.18  0.00
H -6.52 0.39 -3.60  0.00
C -5.24 1.32 -2.12  0.00
H -6.04 1.92 -1.67  0.00
C -3.93 1.46 -1.63  0.00
H -3.70 2.19 -0.86  0.00
C -0.62 2.40 -2.75  0.00
C -1.48 2.94 -3.74  0.00
H -2.46 2.47 -3.93  0.00
C -1.15 4.10 -4.45  0.00
H -1.84 4.49 -5.20  0.00
C 0.06 4.76 -4.19  0.00
H 0.33 5.66 -4.75  0.00
C 0.93 4.24 -3.21  0.00
H 1.88 4.75 -3.00  0.00
C 0.59 3.09 -2.50  0.00
H 1.25 2.71 -1.71  0.00
H -4.39 1.16 1.16  0.00
H -4.26 2.18 2.56  0.00
N 2.02 -2.20 4.58  0.00
C 2.99 -3.11 4.19  0.00
C 3.83 -3.92 4.95  0.00
C 4.77 -4.70 4.25  0.00
C 4.86 -4.61 2.85  0.00
C 4.02 -3.77 2.10  0.00
C 3.06 -3.02 2.79  0.00
N 2.12 -2.08 2.36  0.00
C 1.53 -1.59 3.46  0.00
C 0.56 -0.51 3.54  0.00
C 0.01 0.03 4.67  0.00
S -0.89 1.47 4.29  0.00
C -0.56 1.25 2.59  0.00
N 0.22 0.17 2.36  0.00
H 1.75 -1.99 5.53  0.00
H 3.73 -3.93 6.03  0.00
H 5.44 -5.37 4.79  0.00
H 5.61 -5.22 2.33  0.00
H 4.08 -3.66 1.02  0.00
H 0.18 -0.36 5.66  0.00
H -0.82 1.96 1.80  0.00

Net charge ... +1
<S²> ... 0.7525
Multiplicity ... 2
Gap between HOMO and LUMO (alpha / beta) ... 6.44 / 6.44 eV
E_HOMO (alpha / beta) ... -9.88 / -9.86 eV



Density functional theory data (ωB97M-V/def2-TZVPD) for a structure of composition C28H27Cl3N4O4SSc.

Each line ends with the natural charge from an NBO analysis.
Positions of all 68 atoms, in Å:
Sc 0.24 -0.41 -0.47  1.51
O -0.22 -1.61 3.20  -0.91
S -0.01 -0.48 2.34  2.33
O -1.03 -0.32 1.24  -0.98
N 1.26 -0.52 1.42  -1.01
C 2.59 -0.56 1.84  0.14
C 3.04 -0.67 3.13  -0.23
C 4.43 -0.62 3.40  -0.17
C 5.34 -0.45 2.40  -0.20
C 4.90 -0.35 1.06  -0.09
C 5.78 -0.17 -0.03  -0.10
C 5.28 -0.10 -1.30  -0.26
C 3.89 -0.22 -1.49  0.08
N 3.04 -0.38 -0.50  -0.48
C 3.53 -0.43 0.77  0.20
C -0.01 0.98 3.28  -0.30
C -0.06 0.90 4.67  -0.19
C -0.02 2.07 5.41  -0.21
C 0.07 3.29 4.76  -0.17
C 0.12 3.36 3.37  -0.19
C 0.09 2.20 2.62  -0.20
H 2.34 -0.80 3.94  0.23
H 4.76 -0.70 4.43  0.23
H 6.40 -0.39 2.62  0.23
H 6.84 -0.10 0.15  0.23
H 5.92 0.04 -2.16  0.24
H 3.47 -0.20 -2.49  0.20
H -0.15 -0.07 5.15  0.25
H -0.06 2.03 6.49  0.23
H 0.10 4.21 5.34  0.23
H 0.19 4.32 2.88  0.23
H 0.14 2.25 1.54  0.25
Cl 1.38 4.27 -6.00  0.04
C 1.11 3.42 -4.51  -0.03
C 1.08 2.04 -4.52  -0.25
C 0.85 1.40 -3.31  -0.09
Cl 0.79 -0.35 -3.24  0.09
C 0.66 2.07 -2.10  0.33
O 0.46 1.40 -0.98  -0.80
C 0.71 3.47 -2.15  -0.09
Cl 0.49 4.36 -0.69  0.04
C 0.93 4.14 -3.34  -0.23
H 1.22 1.48 -5.43  0.25
H 0.96 5.22 -3.35  0.25
C -4.26 -0.82 -3.30  -0.62
C -4.36 -0.49 -1.81  -0.22
N -3.90 -1.57 -0.93  -0.38
C -4.92 -2.40 -0.29  -0.21
C -5.38 -3.56 -1.16  -0.62
C -2.59 -1.78 -0.76  0.58
C -2.16 -2.88 0.17  -0.67
N -1.65 -1.08 -1.36  -0.90
H -4.67 0.01 -3.89  0.23
H -4.84 -1.71 -3.54  0.22
H -3.24 -0.99 -3.62  0.21
H -5.40 -0.29 -1.55  0.22
H -3.81 0.42 -1.57  0.21
H -5.76 -1.74 -0.06  0.21
H -4.54 -2.75 0.66  0.22
H -5.89 -3.21 -2.06  0.21
H -6.08 -4.19 -0.61  0.23
H -4.54 -4.18 -1.47  0.21
H -2.69 -3.81 -0.05  0.24
H -2.35 -2.60 1.20  0.27
H -1.10 -3.07 0.05  0.22
H -2.03 -0.36 -1.96  0.38
O 1.94 -3.47 -0.72  -0.40
C 1.41 -2.49 -0.79  0.57

Net charge ... +1
Gap between HOMO and LUMO ... 8.02 eV
E_HOMO ... -10.74 eV



Density functional theory data (ωB97M-V/def2-TZVPD) for a structure of composition C28H28BaN2Si in a non-equilibrium geometry.

Each line ends with the Mulliken charge.
Positions of all 60 atoms, in Å:
C 1.06 2.90 0.54  -1.16
C 0.01 2.89 -0.42  0.41
C -1.22 3.07 0.25  -0.75
H 0.14 2.87 -1.50  0.49
C -0.94 3.20 1.64  -0.73
C 0.47 3.10 1.81  -0.34
H 1.02 3.23 2.75  0.36
H 2.12 2.89 0.32  0.39
H -2.20 3.18 -0.23  0.38
H -1.68 3.40 2.42  0.35
Ba -0.53 0.23 1.21  1.56
C -1.22 -2.40 -3.17  -0.80
H -2.21 -2.05 -2.83  0.30
H -1.31 -3.30 -3.84  0.48
H -0.74 -1.71 -3.97  0.22
Si -0.08 -0.66 -2.69  0.27
C 1.69 -0.54 -3.07  0.68
C 2.29 0.69 -2.76  0.03
H 1.70 1.52 -2.34  0.23
C 3.66 0.86 -2.99  -0.70
H 4.16 1.81 -2.83  0.41
C 4.42 -0.22 -3.46  -0.43
H 5.49 -0.09 -3.65  0.36
C 3.84 -1.47 -3.69  -0.63
H 4.46 -2.30 -4.01  0.38
C 2.46 -1.64 -3.52  -0.65
H 1.97 -2.59 -3.74  0.31
C -1.09 0.80 -3.16  0.66
C -0.72 1.63 -4.24  -0.28
H 0.17 1.40 -4.83  0.39
C -1.48 2.76 -4.55  -0.59
H -1.17 3.41 -5.37  0.39
C -2.64 3.04 -3.82  -0.55
H -3.29 3.86 -4.12  0.37
C -3.02 2.23 -2.74  -0.66
H -3.91 2.47 -2.16  0.42
C -2.26 1.09 -2.43  -0.36
H -2.57 0.41 -1.62  0.28
H -0.12 -0.92 -1.19  -0.65
H -0.52 -2.75 -2.35  0.12
C -0.51 1.21 6.13  -0.95
C -0.64 -0.02 6.77  -0.43
C -0.58 -1.19 6.01  -0.60
C -0.40 -1.11 4.62  0.41
N -0.31 0.10 3.99  0.08
C -0.33 1.22 4.74  -0.17
C -0.27 -2.33 3.78  0.24
C -0.32 -3.64 4.30  -0.49
C -0.21 -4.74 3.46  -0.56
C -0.04 -4.51 2.09  -0.73
C 0.03 -3.20 1.62  -0.09
N -0.08 -2.13 2.44  -0.17
H -0.54 2.14 6.70  0.37
H -0.79 -0.13 7.84  0.41
H -0.66 -2.17 6.48  0.19
H -0.22 2.17 4.20  0.27
H -0.41 -3.81 5.37  0.23
H -0.24 -5.74 3.88  0.40
H 0.07 -5.34 1.40  0.36
H 0.22 -3.02 0.55  0.28

Gap between HOMO and LUMO (alpha / beta) ... 4.44 / 3.99 eV
E_HOMO (alpha / beta) ... -4.68 / -4.39 eV



Density functional theory data (ωB97M-V/def2-TZVPD) for a structure of composition C28H28Br2N2OReSi.

Each line ends with the Mulliken spin population.
Positions of all 63 atoms, in Å:
Re 0.35 -0.57 0.21  0.96
Br 2.00 -2.15 4.65  0.00
C 2.84 -2.31 2.99  -0.01
C 4.14 -2.88 2.90  0.00
C 4.75 -3.05 1.69  0.00
Br 6.45 -3.84 1.62  0.00
C 4.11 -2.62 0.48  0.00
C 4.63 -2.75 -0.82  0.00
C 3.89 -2.30 -1.89  -0.01
C 2.67 -1.67 -1.67  -0.01
N 2.16 -1.50 -0.45  0.02
C 2.85 -2.03 0.61  0.01
C 2.20 -1.92 1.85  0.02
O 0.95 -1.39 1.80  -0.03
H 4.63 -3.19 3.81  0.00
H 5.59 -3.22 -0.97  0.00
H 4.25 -2.41 -2.90  0.00
H 2.09 -1.28 -2.50  0.00
C -0.97 -1.43 -1.04  0.02
Si -2.08 0.11 -0.64  0.00
C -0.99 1.55 -1.27  0.02
N 0.45 1.31 -0.81  -0.04
C 0.87 2.30 0.26  0.02
C 2.37 2.55 0.21  0.00
C 2.73 3.30 -1.08  0.00
C 1.82 2.84 -2.23  0.00
C 1.39 1.40 -1.98  -0.01
C -3.82 0.08 -1.19  0.01
C -4.85 -0.09 -0.25  0.00
C -6.17 -0.13 -0.67  0.00
C -6.47 0.01 -2.02  0.00
C -5.46 0.18 -2.96  0.00
C -4.14 0.21 -2.54  0.00
C -1.74 0.07 1.22  -0.01
C -1.73 1.29 1.95  -0.02
C -1.93 1.31 3.31  0.00
C -2.15 0.11 3.99  0.00
C -2.20 -1.10 3.31  0.00
C -2.02 -1.11 1.94  0.02
H -0.59 -1.59 -2.05  0.03
H -1.46 -2.34 -0.68  0.00
H -1.32 2.55 -0.98  0.00
H -1.00 1.52 -2.36  0.00
H 0.55 1.94 1.23  0.00
H 0.34 3.24 0.08  0.00
H 2.91 1.59 0.28  0.00
H 2.66 3.12 1.09  0.00
H 3.78 3.12 -1.33  0.00
H 2.63 4.37 -0.93  0.00
H 2.33 2.89 -3.19  0.00
H 0.93 3.47 -2.32  0.00
H 2.27 0.81 -1.74  0.00
H 0.90 0.95 -2.84  0.00
H -4.62 -0.19 0.80  0.00
H -6.96 -0.26 0.05  0.00
H -7.50 -0.02 -2.34  0.00
H -5.70 0.28 -4.00  0.00
H -3.36 0.34 -3.29  0.00
H -1.59 2.23 1.42  0.00
H -1.92 2.25 3.85  0.00
H -2.29 0.13 5.06  0.00
H -2.38 -2.02 3.85  0.00
H -2.09 -2.06 1.42  -0.01

Net charge ... +2
<S²> ... 0.7569
Multiplicity ... 2
Gap between HOMO and LUMO (alpha / beta) ... 6.53 / 6.71 eV
E_HOMO (alpha / beta) ... -13.93 / -13.92 eV



Density functional theory data (ωB97M-V/def2-TZVPD) for a structure of composition C28H28BrN7O4Rb in a non-equilibrium geometry.

Each line ends with the natural charge from an NBO analysis.
Positions of all 69 atoms, in Å:
Rb 0.26 0.05 -0.43  0.93
O -4.22 1.41 -1.85  -0.75
C -4.37 2.51 -1.07  0.40
C -5.65 3.01 -0.86  -0.32
C -5.84 4.13 -0.06  -0.20
C -4.75 4.75 0.54  -0.28
C -3.48 4.24 0.33  -0.15
C -3.25 3.13 -0.47  -0.20
C -1.87 2.57 -0.69  0.55
O -1.81 1.39 -1.22  -0.86
N -0.91 3.34 -0.28  -0.45
N 0.40 3.00 -0.62  -0.27
C 1.18 2.70 0.35  0.05
C 0.86 2.43 1.77  -0.27
C 0.18 3.38 2.53  -0.14
C -0.09 3.18 3.87  -0.32
C 0.32 1.98 4.46  -0.21
C 0.98 1.02 3.73  -0.28
C 1.28 1.19 2.35  0.36
O 1.85 0.25 1.66  -0.87
H -3.25 1.18 -1.72  0.51
H -6.48 2.51 -1.33  0.20
H -6.84 4.50 0.10  0.20
H -4.89 5.61 1.17  0.20
H -2.61 4.71 0.78  0.23
H 2.21 2.54 0.03  0.17
H -0.15 4.28 2.02  0.22
H -0.62 3.93 4.45  0.20
H 0.11 1.80 5.50  0.19
H 1.27 0.08 4.17  0.19
Br -2.23 -5.27 0.41  0.00
C -3.28 -3.76 -0.15  0.17
C -4.62 -3.97 -0.44  -0.30
C -5.35 -2.87 -0.86  -0.17
C -4.71 -1.64 -0.96  -0.25
C -3.37 -1.56 -0.64  0.06
N -2.66 -2.62 -0.23  -0.44
H -5.06 -4.95 -0.36  0.23
H -6.40 -2.97 -1.10  0.21
H -5.21 -0.73 -1.29  0.25
H -2.84 -0.62 -0.73  0.23
C 0.45 -6.40 -2.00  -0.40
N 0.68 -5.03 -1.62  -0.35
C 1.44 -4.56 -0.58  -0.10
C 1.26 -3.21 -0.56  -0.10
N 0.39 -2.84 -1.55  -0.46
C 0.06 -3.94 -2.16  0.17
H 1.18 -7.03 -1.49  0.21
H 0.56 -6.53 -3.07  0.21
H -0.55 -6.72 -1.69  0.21
H 2.01 -5.23 0.04  0.21
H 1.66 -2.49 0.14  0.22
H -0.62 -4.03 -2.99  0.19
N 2.70 0.03 -2.36  -0.42
C 3.56 0.31 -1.64  0.46
N 4.63 0.49 -0.88  -0.48
C 5.92 0.66 -1.53  -0.23
C 6.99 0.08 -0.61  -0.07
O 6.95 0.67 0.67  -0.53
C 5.68 0.45 1.28  -0.08
C 4.56 1.05 0.47  -0.27
H 6.12 1.73 -1.71  0.19
H 5.92 0.14 -2.49  0.22
H 7.99 0.27 -1.01  0.19
H 6.84 -1.00 -0.53  0.16
H 5.73 0.93 2.26  0.20
H 5.52 -0.62 1.41  0.17
H 4.70 2.14 0.40  0.18
H 3.57 0.87 0.92  0.31

Net charge ... -1
Gap between HOMO and LUMO ... 6.06 eV
E_HOMO ... -4.05 eV



Density functional theory data (ωB97M-V/def2-TZVPD) for a structure of composition C28H28F3N3OPReSbSe4 in a non-equilibrium geometry.

Each line ends with the natural charge from an NBO analysis.
Positions of all 70 atoms, in Å:
Re 0.04 -1.17 0.39  1.32
F -4.74 -5.23 -1.99  -0.29
C -3.64 -5.17 -2.73  0.96
F -3.00 -6.34 -2.66  -0.29
F -3.98 -4.94 -4.00  -0.29
C -2.74 -4.06 -2.22  -0.01
C -1.36 -4.20 -2.25  -0.20
C -0.58 -3.25 -1.63  0.05
N -1.12 -2.20 -0.97  -0.45
C -2.47 -2.02 -1.02  0.05
C -3.29 -2.93 -1.64  -0.14
H -0.89 -5.05 -2.74  0.28
H 0.50 -3.33 -1.64  0.22
H -2.86 -1.15 -0.53  0.24
H -4.36 -2.77 -1.63  0.27
N -0.58 0.39 0.06  -0.75
P -0.51 2.10 -0.16  1.73
C -1.86 2.84 0.69  -0.40
C -2.55 2.14 1.67  -0.20
C -3.52 2.79 2.42  -0.19
C -3.79 4.13 2.18  -0.13
C -3.11 4.83 1.19  -0.19
C -2.14 4.19 0.43  -0.18
C -0.52 2.49 -1.87  -0.42
C 0.69 2.54 -2.58  -0.17
C 0.68 2.93 -3.90  -0.20
C -0.52 3.27 -4.52  -0.12
C -1.72 3.20 -3.83  -0.19
C -1.73 2.81 -2.50  -0.18
C 1.06 2.61 0.53  -0.38
C 1.40 3.95 0.36  -0.18
C 2.60 4.43 0.88  -0.18
C 3.45 3.57 1.57  -0.14
C 3.11 2.24 1.74  -0.19
C 1.91 1.76 1.22  -0.21
H -2.34 1.10 1.84  0.22
H -4.07 2.25 3.18  0.24
H -4.54 4.63 2.77  0.25
H -3.34 5.87 1.00  0.25
H -1.63 4.73 -0.36  0.23
H 1.63 2.30 -2.09  0.23
H 1.61 2.98 -4.46  0.25
H -0.51 3.59 -5.55  0.25
H -2.65 3.47 -4.32  0.25
H -2.67 2.77 -1.95  0.24
H 0.75 4.63 -0.18  0.23
H 2.86 5.47 0.75  0.25
H 4.38 3.94 1.97  0.25
H 3.77 1.57 2.29  0.24
H 1.66 0.72 1.40  0.17
C 4.50 -4.31 1.38  -0.43
N 3.09 -3.84 1.39  -0.27
C 2.16 -4.57 2.31  -0.42
C 2.72 -2.87 0.64  0.72
C 3.64 -2.22 -0.33  -0.71
O 1.44 -2.46 0.72  -0.72
H 4.60 -5.11 2.11  0.26
H 5.17 -3.50 1.65  0.24
H 4.77 -4.69 0.40  0.24
H 2.15 -5.61 2.02  0.25
H 1.17 -4.15 2.27  0.24
H 2.54 -4.48 3.33  0.25
H 4.03 -2.96 -1.03  0.28
H 4.49 -1.76 0.18  0.28
H 3.12 -1.44 -0.89  0.24
Se -2.33 -0.77 3.59  -0.08
Sb -0.15 0.17 4.70  0.99
Se -1.40 -2.25 2.19  0.00
Se -0.22 2.51 4.73  -0.24
Se 1.70 -1.11 3.99  -0.53

Net charge ... +3
Gap between HOMO and LUMO ... 5.83 eV
E_HOMO ... -16.04 eV



Density functional theory data (ωB97M-V/def2-TZVPD) for a structure of composition C28H28FIrN5OS.

Each line ends with the natural charge from an NBO analysis.
Positions of all 65 atoms, in Å:
Ir 0.95 -0.85 -1.07  1.29
C -3.56 1.80 3.49  -0.63
C -2.42 1.08 2.84  -0.01
C -1.11 1.20 3.33  -0.19
C -0.05 0.60 2.69  -0.22
C -0.22 -0.20 1.55  0.13
N 0.87 -0.76 0.89  -0.53
C 1.85 -1.41 1.65  0.12
C 1.51 -2.17 2.77  -0.21
C 2.48 -2.81 3.52  -0.18
C 3.82 -2.79 3.16  -0.02
C 4.86 -3.56 3.94  -0.63
C 4.17 -2.07 2.03  -0.21
C 3.21 -1.37 1.31  0.15
N 3.64 -0.61 0.18  -0.15
C 4.81 0.03 0.02  0.01
C 4.91 0.41 -1.30  -0.32
C 3.74 -0.05 -1.90  0.01
N 2.99 -0.69 -1.00  -0.28
C -1.54 -0.35 1.10  0.14
C -2.61 0.30 1.71  -0.23
N -1.83 -1.20 -0.01  -0.17
C -2.91 -1.97 -0.21  0.01
C -2.86 -2.45 -1.50  -0.32
C -1.69 -1.92 -2.03  0.03
N -1.08 -1.14 -1.14  -0.31
H -3.34 2.04 4.53  0.23
H -4.47 1.20 3.47  0.22
H -3.78 2.74 2.98  0.22
H -0.92 1.80 4.21  0.22
H 0.96 0.72 3.08  0.23
H 0.47 -2.24 3.06  0.22
H 2.17 -3.38 4.40  0.22
H 4.53 -3.74 4.96  0.22
H 5.80 -3.02 3.98  0.22
H 5.05 -4.53 3.48  0.23
H 5.19 -2.06 1.69  0.22
H 5.48 0.15 0.85  0.24
H 5.72 0.94 -1.77  0.25
H 3.41 0.04 -2.92  0.23
H -3.60 0.18 1.30  0.22
H -3.63 -2.11 0.57  0.24
H -3.56 -3.10 -1.98  0.25
H -1.25 -2.08 -3.00  0.24
C -4.21 1.34 -5.12  -0.64
C -3.20 1.57 -4.04  0.02
C -1.83 1.52 -4.30  -0.20
C -0.90 1.71 -3.30  -0.22
C -1.34 1.96 -2.01  -0.22
C -2.70 2.00 -1.71  -0.22
C -3.62 1.82 -2.73  -0.20
S -0.20 2.13 -0.67  1.27
C 0.46 3.75 -1.00  -0.80
O 1.02 1.26 -1.04  -0.96
H -3.75 1.43 -6.11  0.23
H -5.03 2.05 -5.06  0.23
H -4.64 0.34 -5.04  0.23
H -1.50 1.32 -5.31  0.23
H 0.16 1.66 -3.51  0.23
H -3.03 2.17 -0.69  0.23
H -4.68 1.86 -2.51  0.23
H 0.85 3.78 -2.02  0.25
H 1.25 3.94 -0.28  0.26
H -0.34 4.48 -0.87  0.25
F 1.03 -2.72 -1.57  -0.63

Net charge ... +1
Gap between HOMO and LUMO ... 6.82 eV
E_HOMO ... -9.74 eV



Let's list E in order: -2409.9802; -4142.6701; -1508.0978; -6783.7823; -4366.1963; -11887.5904; -2034.9743 hartree.